{
  "formula": "C26H21CoN5O4",
  "method": "the ωB97M-V functional and the def2-TZVPD basis",
  "total_charge": 0,
  "lumo_ev": [-0.11, -0.11],
  "e_homo_ev": [-6.81, -6.78],
  "gap_ev": [6.702, 6.678],
  "multiplicity": 2,
  "elements": ["Co", "C", "C", "N", "C", "C", "C", "C", "C", "C", "C", "N", "C", "C", "C", "C", "C", "C", "C", "C", "N", "C", "H", "H", "H", "H", "H", "H", "H", "H", "H", "H", "H", "H", "O", "C", "O", "H", "O", "C", "N", "C", "O", "C", "C", "C", "C", "N", "C", "H", "H", "H", "H", "H", "H", "H", "H"],
  "coordinates": [[0.4360, -0.2136, -0.0978], [3.9306, -2.3456, -1.7521], [2.5851, -2.0016, -1.5372], [2.2049, -0.8257, -1.1010], [3.1559, 0.1091, -0.8146], [4.5262, -0.1442, -0.9971], [4.8933, -1.4163, -1.4846], [5.4680, 0.8661, -0.6780], [5.0197, 2.0554, -0.1874], [3.6455, 2.3193, 0.0055], [2.6911, 1.3738, -0.3085], [1.3254, 1.4445, -0.2052], [0.5376, 2.5432, -0.3533], [0.8624, 3.8911, -0.3287], [-0.1254, 4.8776, -0.5158], [-1.4383, 4.5763, -0.7359], [-1.8145, 3.2148, -0.8190], [-3.1310, 2.7876, -1.0909], [-3.4075, 1.4558, -1.2063], [-2.3622, 0.5320, -1.0521], [-1.1268, 0.8918, -0.7842], [-0.8356, 2.2179, -0.6459], [4.1785, -3.3326, -2.1164], [1.8050, -2.7308, -1.7261], [5.9426, -1.6433, -1.6323], [6.5245, 0.6715, -0.8115], [5.7314, 2.8269, 0.0801], [3.3644, 3.2556, 0.4575], [1.8746, 4.2150, -0.1605], [0.1798, 5.9161, -0.4684], [-2.1863, 5.3486, -0.8581], [-3.9115, 3.5298, -1.2121], [-4.4058, 1.1005, -1.4217], [-2.5556, -0.5287, -1.1552], [1.5444, -0.8005, 1.6388], [0.7579, -0.2251, 2.4255], [-0.3374, 0.2824, 2.0471], [1.0225, -0.1753, 3.4927], [-2.5829, -0.4190, 3.3976], [-3.5084, -1.0343, 2.5586], [-3.6057, -2.4749, 2.7620], [-3.2418, -3.4961, 1.9457], [-3.5857, -4.6494, 2.1343], [-2.4017, -3.1595, 0.7486], [-2.6176, -3.7981, -0.4617], [-1.8147, -3.4702, -1.5407], [-0.8387, -2.5014, -1.3750], [-0.6127, -1.9034, -0.2020], [-1.3638, -2.2529, 0.8432], [-1.7966, -0.1080, 2.9024], [-3.3005, -0.8441, 1.5033], [-4.4921, -0.6203, 2.7839], [-4.0947, -2.7866, 3.5880], [-3.4020, -4.5401, -0.5395], [-1.9505, -3.9354, -2.5068], [-0.2290, -2.1634, -2.2046], [-1.1304, -1.7620, 1.7735]],
  "atomic_forces_ev_per_a": [[0.03, -0.22, -0.13], [-0.04, 0.01, 0.00], [0.01, -0.03, -0.02], [-0.07, -0.04, 0.02], [0.00, 0.03, -0.01], [0.05, 0.01, 0.00], [0.03, -0.01, 0.00], [-0.01, -0.05, -0.02], [-0.04, 0.07, 0.03], [0.05, 0.00, 0.01], [-0.07, -0.05, -0.09], [0.12, 0.20, 0.15], [-0.05, -0.02, -0.07], [-0.01, 0.00, 0.00], [0.05, 0.04, 0.02], [-0.03, -0.04, -0.01], [0.01, 0.01, 0.00], [-0.03, 0.05, 0.00], [0.00, -0.05, -0.01], [0.00, 0.02, 0.00], [0.02, 0.03, -0.02], [0.03, 0.01, 0.00], [0.00, 0.00, 0.00], [0.05, 0.01, 0.02], [0.00, 0.00, 0.00], [-0.01, 0.00, 0.00], [0.00, -0.01, 0.00], [0.01, 0.00, 0.00], [-0.01, 0.00, 0.00], [0.00, -0.01, 0.00], [0.01, -0.01, 0.00], [0.01, -0.01, 0.00], [0.01, 0.00, 0.01], [0.00, -0.02, -0.01], [-0.16, 0.17, 0.11], [-0.01, -0.09, -0.13], [0.15, -0.03, 0.06], [0.00, 0.01, -0.01], [-0.15, -0.12, 0.04], [-0.01, 0.09, 0.04], [0.08, -0.01, 0.02], [-0.16, -0.04, -0.15], [0.04, 0.03, 0.06], [0.05, 0.00, 0.10], [-0.05, -0.10, 0.00], [0.06, 0.06, -0.04], [-0.04, -0.01, -0.02], [0.01, 0.05, -0.01], [0.10, -0.02, -0.05], [0.09, 0.07, 0.01], [-0.04, -0.01, 0.04], [-0.05, 0.00, 0.01], [-0.03, 0.02, 0.00], [0.01, 0.01, 0.01], [0.00, 0.00, 0.01], [-0.04, 0.00, 0.01], [0.01, -0.02, 0.02]]
}


{
  "formula": "C41H24Br2InN9O6S2",
  "method": "the ωB97M-V functional and the def2-TZVPD basis",
  "total_charge": -2,
  "lumo_ev": 3.43,
  "e_homo_ev": -3.55,
  "gap_ev": 6.978,
  "elements": ["In", "C", "C", "C", "C", "C", "C", "C", "C", "C", "C", "C", "C", "C", "C", "C", "N", "H", "H", "H", "H", "H", "H", "H", "H", "H", "H", "Br", "C", "C", "C", "Br", "C", "C", "C", "C", "N", "C", "C", "O", "H", "H", "H", "H", "O", "N", "C", "C", "C", "C", "C", "S", "H", "H", "H", "H", "O", "S", "O", "O", "C", "N", "C", "C", "C", "N", "C", "C", "C", "N", "C", "C", "H", "H", "H", "H", "H", "H", "O", "N", "C", "C", "N", "C", "N"],
  "coordinates": [[1.5868, -1.0819, -0.7067], [3.3886, -3.0464, -4.2200], [2.6572, -2.5841, -5.3114], [1.6711, -1.6289, -5.1241], [1.3782, -1.1409, -3.8434], [2.1131, -1.5988, -2.7493], [3.1237, -2.5441, -2.9500], [0.2473, -0.1763, -3.6398], [-0.7592, -0.0056, -4.6393], [-1.8217, 0.8068, -4.4031], [-1.8907, 1.5492, -3.2010], [-2.9563, 2.4207, -2.8763], [-2.9243, 3.1503, -1.7218], [-1.7908, 3.0829, -0.8748], [-0.7521, 2.2475, -1.1689], [-0.8122, 1.4039, -2.3070], [0.1952, 0.4979, -2.5131], [4.1554, -3.8031, -4.3573], [2.8536, -2.9686, -6.3082], [1.1462, -1.2567, -5.9967], [3.7112, -2.8838, -2.1066], [-0.6981, -0.5445, -5.5733], [-2.6124, 0.9121, -5.1399], [-3.7986, 2.5038, -3.5558], [-3.7512, 3.7968, -1.4596], [-1.7534, 3.7020, 0.0148], [0.1478, 2.2108, -0.5636], [6.9045, -1.1247, -0.0648], [5.6220, -0.9816, 1.3242], [6.0620, -0.7653, 2.6331], [5.1658, -0.6922, 3.6637], [5.8315, -0.4529, 5.4371], [3.7787, -0.8263, 3.4266], [2.7754, -0.7771, 4.4201], [1.4687, -1.0033, 4.0855], [1.1344, -1.2337, 2.7406], [2.0292, -1.2022, 1.7800], [3.3427, -1.0299, 2.0903], [4.2662, -1.1254, 0.9725], [3.8484, -1.3559, -0.2085], [7.1202, -0.6623, 2.8288], [3.0551, -0.5678, 5.4444], [0.6860, -0.9846, 4.8368], [0.1120, -1.4419, 2.4515], [-0.5456, -2.1863, -1.0985], [-0.8861, -3.3530, -0.5655], [-2.2083, -3.6667, -0.5425], [-2.6674, -4.8628, -0.0702], [-1.7373, -5.7869, 0.4182], [-0.4065, -5.4493, 0.4343], [0.0612, -4.2033, -0.0524], [1.6995, -3.7446, -0.0386], [-2.8555, -2.8968, -0.9358], [-3.7319, -5.0627, -0.0740], [-2.0603, -6.7531, 0.7879], [0.3478, -6.1233, 0.8195], [-7.0954, 1.0069, 2.3768], [-7.1781, 2.3728, 2.8439], [-7.5779, 3.3460, 1.8415], [-7.7933, 2.5381, 4.1447], [-5.4423, 2.8696, 3.1058], [-5.2350, 4.0405, 3.7238], [-3.9721, 4.4249, 3.8231], [-2.9122, 3.6871, 3.3258], [-3.2303, 2.5233, 2.6527], [-4.4926, 2.1121, 2.5563], [-2.1935, 1.6957, 1.9576], [-0.8363, 1.9772, 2.0623], [0.0736, 1.2046, 1.3734], [-0.2882, 0.1875, 0.5830], [-1.5967, -0.0787, 0.4667], [-2.5727, 0.6347, 1.1439], [-3.7975, 5.3801, 4.3090], [-1.8946, 4.0277, 3.4538], [-0.4727, 2.7931, 2.6735], [1.1366, 1.4170, 1.4250], [-1.8480, -0.8796, -0.2159], [-3.6235, 0.3942, 1.0455], [2.3653, 1.0521, -0.4100], [2.8771, 1.3741, -1.5325], [3.2400, 2.6217, -1.5958], [3.8089, 3.1139, -2.8344], [4.2471, 3.5706, -3.7967], [3.0766, 3.5642, -0.5049], [2.9606, 4.3232, 0.3540]],
  "atomic_forces_ev_per_a": [[0.09, -0.12, 0.33], [-0.10, 0.08, 0.08], [0.05, -0.01, 0.07], [-0.01, 0.06, -0.03], [-0.11, -0.11, -0.01], [-0.12, 0.04, 0.19], [-0.08, 0.20, -0.37], [0.06, 0.05, 0.01], [0.02, -0.05, -0.02], [-0.01, 0.02, -0.04], [0.01, -0.10, 0.03], [-0.05, 0.06, 0.02], [0.12, -0.03, 0.06], [-0.02, 0.11, -0.21], [0.25, 0.28, -0.37], [0.21, -0.03, -0.04], [-0.06, 0.03, -0.16], [-0.02, 0.07, -0.01], [0.01, 0.06, 0.08], [-0.02, -0.02, 0.05], [-0.05, -0.01, 0.01], [0.00, -0.07, 0.06], [0.01, -0.02, 0.04], [0.04, -0.04, 0.02], [-0.02, 0.00, 0.01], [0.02, 0.02, -0.10], [-0.24, 0.18, -0.40], [-0.02, 0.02, 0.05], [-0.16, -0.01, -0.09], [-0.14, -0.04, -0.12], [0.01, 0.02, 0.05], [-0.05, 0.02, -0.05], [-0.14, -0.01, -0.11], [-0.04, -0.02, -0.02], [-0.02, -0.03, 0.08], [0.28, -0.10, -0.04], [0.20, 0.29, 0.15], [-0.28, -0.04, 0.08], [0.13, -0.08, -0.36], [-0.03, 0.08, 0.45], [0.02, -0.02, -0.03], [0.01, -0.04, -0.01], [0.08, -0.03, -0.08], [-0.02, 0.09, -0.01], [0.08, -0.44, 0.08], [-0.10, 0.15, -0.04], [0.17, 0.16, -0.07], [-0.09, -0.09, 0.05], [0.22, 0.04, 0.03], [-0.11, 0.09, -0.04], [0.14, 0.08, -0.07], [-0.22, -0.23, 0.09], [0.08, 0.01, -0.06], [0.11, 0.03, -0.02], [0.01, 0.05, 0.00], [-0.06, 0.03, -0.02], [-0.08, -0.15, -0.07], [0.28, 0.08, 0.06], [-0.14, 0.02, -0.07], [-0.11, 0.03, 0.12], [0.27, 0.09, -0.25], [0.03, -0.22, -0.06], [-0.14, 0.01, 0.08], [0.20, 0.21, 0.08], [0.03, -0.24, -0.12], [-0.16, 0.08, 0.05], [-0.22, -0.07, 0.18], [0.03, 0.02, 0.22], [0.06, -0.30, 0.21], [-0.08, -0.35, 0.06], [0.17, 0.13, 0.22], [-0.03, 0.05, 0.14], [0.02, -0.01, 0.06], [-0.05, 0.06, -0.07], [0.04, -0.06, -0.06], [-0.11, -0.03, 0.03], [0.08, 0.07, 0.09], [0.03, 0.01, -0.04], [-0.51, -0.77, 0.39], [0.12, 0.28, 0.03], [0.49, 1.03, -0.63], [-0.23, -0.09, 0.46], [-0.02, -0.09, 0.10], [0.05, -0.36, -0.23], [-0.03, -0.10, -0.12]]
}


ΔE to the lowest compared entry with this formula, charge and spin (kcal per mole)
12.02; 12.36